[1]
Formula: C20H45BrFO6PS4
Source: the OMol25 dataset
Level of theory: wB97M-V/def2-TZVPD

XYZ file:
```
78
Properties=species:S:1:pos:R:3:lowdin_charge:R:1
C -4.79 -0.67 1.63 -0.154
C -4.47 0.84 1.24 -0.280
C -2.94 1.20 0.95 -0.579
Br -1.67 0.44 2.33 0.659
C -2.45 0.96 -0.55 -0.235
C -1.08 1.64 -1.05 -0.302
O -0.68 2.78 -0.75 0.093
O -0.46 0.69 -1.95 -0.053
C -1.59 -0.03 -2.54 -0.157
C -2.38 -0.49 -1.20 -0.416
C -1.47 -1.64 -0.56 -0.261
C -1.17 -2.87 -1.58 -0.038
F -2.06 -2.27 0.61 -0.156
P -4.17 -0.91 -1.75 0.991
C -4.51 -2.79 -1.56 -0.286
C -4.42 -0.59 -3.61 -0.433
C -5.86 -1.15 -4.13 -0.170
H -5.53 -0.63 2.53 0.080
H -3.91 -1.29 1.98 0.039
H -5.39 -1.21 0.80 0.051
H -5.05 1.07 0.27 0.092
H -4.87 1.59 2.01 0.112
H -2.85 2.34 1.12 0.106
H -3.27 1.49 -1.18 0.147
H -2.09 0.81 -3.16 0.139
H -1.40 -0.81 -3.35 0.129
H -0.46 -1.21 -0.25 0.141
H -0.05 -3.02 -1.71 0.074
H -1.56 -3.84 -1.10 0.096
H -1.75 -2.77 -2.56 0.067
H -4.14 -3.21 -0.57 0.041
H -5.63 -2.97 -1.72 0.044
H -3.97 -3.35 -2.41 0.039
H -3.57 -1.08 -4.22 0.079
H -4.44 0.54 -3.75 0.073
H -6.61 -1.20 -3.26 0.069
H -6.22 -0.39 -4.91 0.075
H -5.69 -2.18 -4.60 0.077
C 2.33 3.15 -1.48 -0.276
S 3.58 4.27 -2.13 0.809
O 4.13 3.66 -3.39 -0.567
C 4.79 3.98 -0.82 -0.269
H 1.49 3.13 -2.17 0.041
H 2.74 2.14 -1.39 0.011
H 2.00 3.50 -0.51 0.054
H 5.04 2.92 -0.77 0.046
H 4.37 4.31 0.13 0.031
H 5.68 4.56 -1.04 0.048
C -1.44 -4.93 3.09 -0.259
S -0.20 -3.78 2.44 0.788
O 0.36 -4.39 1.19 -0.556
C 1.01 -4.05 3.75 -0.267
H -2.28 -4.95 2.40 0.048
H -1.01 -5.93 3.18 0.057
H -1.78 -4.58 4.06 0.055
H 1.28 -5.10 3.80 0.056
H 0.59 -3.73 4.71 0.053
H 1.90 -3.45 3.53 0.050
C 5.62 -1.17 -1.58 -0.265
S 3.96 -0.50 -1.81 0.830
O 3.69 0.43 -0.66 -0.564
C 3.08 -2.04 -1.47 -0.257
H 6.34 -0.37 -1.70 0.052
H 5.72 -1.59 -0.58 0.058
H 5.80 -1.94 -2.33 0.053
H 3.33 -2.41 -0.48 0.063
H 3.35 -2.78 -2.23 0.057
H 2.01 -1.84 -1.52 0.027
C 4.46 6.23 4.46 -0.275
S 4.41 4.48 4.91 0.803
O 5.61 4.21 5.77 -0.559
C 4.77 3.85 3.26 -0.278
H 4.29 6.82 5.36 0.048
H 5.43 6.48 4.03 0.057
H 3.67 6.44 3.74 0.051
H 5.72 4.24 2.91 0.059
H 3.97 4.13 2.58 0.040
H 4.83 2.76 3.31 0.053
```

## Properties
**Charge**: 0
**Kohn-Sham gap**: 8.642 eV
**Energy relative to the best compared isomer or geometry (same formula, charge and spin)**: 60.3 kcal/mol
**Max |F|**: 0.0964 hartree/bohr
**Multiplicity**: 1



[2]
Formula: C20H45N2P3S2Y
Source: the OMol25 dataset
Level of theory: wB97M-V/def2-TZVPD

XYZ file:
```
73
Properties=species:S:1:pos:R:3:lowdin_charge:R:1
Y -0.16 -0.20 -0.11 0.664
P 1.00 1.46 1.76 0.687
P 1.90 -1.76 -0.64 0.649
P -1.05 -1.75 1.79 0.677
H -1.98 0.02 -2.11 0.100
C -2.41 -0.06 -1.10 -0.087
C -2.34 1.00 -0.22 -0.093
H -1.95 1.98 -0.50 0.093
C 1.64 3.14 1.37 -0.255
C 2.43 0.77 2.71 -0.223
C -0.27 1.89 3.01 -0.246
C 1.27 -2.95 -1.87 -0.221
C 3.38 -0.97 -1.32 -0.284
C 2.49 -2.70 0.80 -0.230
C -2.70 -1.18 2.29 -0.238
C -0.04 -1.99 3.28 -0.218
C -1.26 -3.32 0.89 -0.247
H -2.63 -1.09 -0.79 0.072
H -2.60 0.94 0.85 0.064
H 0.89 3.65 0.74 0.055
H 2.59 3.05 0.82 0.031
H 1.85 3.70 2.29 0.078
H 3.28 0.60 2.02 0.051
H 2.13 -0.19 3.19 0.031
H 2.67 1.54 3.47 0.075
H -1.08 2.42 2.47 0.059
H 0.26 2.56 3.71 0.069
H -0.66 0.98 3.51 0.025
H 2.17 -3.58 -2.02 0.074
H 0.98 -2.38 -2.78 0.072
H 0.41 -3.50 -1.45 0.045
H 4.03 -1.84 -1.48 0.073
H 3.79 -0.26 -0.57 0.037
H 3.12 -0.42 -2.25 0.049
H 3.28 -3.30 0.32 0.073
H 1.67 -3.32 1.22 0.036
H 2.88 -1.99 1.55 0.052
H -3.00 -2.02 2.94 0.062
H -3.35 -1.07 1.40 0.050
H -2.61 -0.21 2.82 0.059
H -0.62 -2.81 3.74 0.078
H -0.04 -1.04 3.85 0.054
H 0.99 -2.28 2.98 0.037
H -1.84 -3.90 1.62 0.045
H -0.29 -3.78 0.63 0.035
H -1.85 -3.15 -0.04 0.053
C -6.30 -4.25 0.40 -0.641
C -6.63 -5.36 -0.40 -0.108
C -7.82 -5.36 -1.13 -0.065
C -8.68 -4.25 -1.07 -0.066
C -8.35 -3.14 -0.28 -0.075
C -7.17 -3.14 0.45 -0.132
S -4.81 -4.19 1.32 0.768
H -4.32 -5.40 0.98 -0.105
H -5.95 -6.21 -0.42 0.099
H -8.08 -6.22 -1.74 0.116
H -9.61 -4.25 -1.65 0.114
H -9.01 -2.28 -0.23 0.112
H -6.89 -2.29 1.08 0.094
C 4.68 3.66 -1.32 0.004
N 3.72 2.53 -1.36 0.003
C 2.40 2.59 -1.55 -0.719
S 1.37 1.29 -1.15 0.661
N 1.81 3.77 -1.90 -0.038
C 2.22 4.40 -3.19 -0.018
H 4.10 4.60 -1.40 0.097
H 5.35 3.53 -2.20 0.117
H 5.29 3.63 -0.38 0.120
H 4.01 1.64 -0.99 0.102
H 0.80 3.66 -1.80 0.115
H 1.48 4.18 -4.00 0.118
H 2.25 5.48 -2.94 0.111
H 3.23 3.98 -3.41 0.093
```

## Properties
**Charge**: +3
**Kohn-Sham gap**: 3.746 eV
**Energy relative to the best compared isomer or geometry (same formula, charge and spin)**: 55.5 kcal/mol
**Max |F|**: 0.0459 hartree/bohr
**Multiplicity**: 1



[3]
Formula: C20H46B2NO9P2
Source: the OMol25 dataset
Level of theory: wB97M-V/def2-TZVPD

XYZ file:
```
80
Properties=species:S:1:pos:R:3:lowdin_charge:R:1
C -3.19 -1.14 3.40 -0.213
C -2.59 -2.49 2.99 -0.430
P -1.24 -2.92 4.23 1.000
C -1.76 -4.53 5.06 -0.360
B 0.48 -3.28 3.32 -1.095
P 0.60 -5.20 2.92 0.848
N -0.12 -5.35 1.31 -0.213
O 2.21 -5.66 2.64 -0.366
O 0.74 -2.55 2.04 -0.064
C 1.93 -1.87 2.12 -0.275
C 3.14 -2.64 1.56 0.008
C 3.97 -1.88 0.57 -0.480
O 4.70 -2.44 -0.12 0.189
O 3.91 -0.48 0.50 0.088
C 2.94 0.00 -0.33 -0.554
C 2.38 -0.88 -1.42 0.048
O 2.55 1.07 -0.15 0.154
C 1.98 -1.50 3.67 -0.336
C 3.34 -1.29 4.30 -0.167
C 4.24 -0.24 3.59 -0.062
B 1.06 -0.18 3.87 -0.403
C 1.35 0.94 4.96 0.008
O -0.04 0.08 3.04 0.095
O 1.49 -2.71 4.21 -0.049
H -2.57 -0.31 3.06 0.043
H -4.19 -0.98 2.98 0.051
H -3.28 -1.04 4.47 0.044
H -3.39 -3.23 3.12 0.053
H -2.22 -2.47 1.97 0.058
H -2.28 -5.16 4.34 0.010
H -0.91 -5.03 5.50 0.001
H -2.44 -4.29 5.88 0.005
H 0.53 -4.89 0.67 0.004
H -0.93 -4.73 1.30 0.004
H 2.41 -6.35 3.28 0.005
H 1.88 -0.89 1.62 0.125
H 2.83 -3.57 1.11 0.128
H 3.76 -2.93 2.40 0.133
H 1.91 -1.74 -0.93 0.103
H 3.15 -1.24 -2.09 0.095
H 1.60 -0.31 -1.91 0.089
H 3.28 -1.07 5.36 0.102
H 3.87 -2.25 4.25 0.107
H 3.68 0.48 2.99 0.072
H 4.77 0.33 4.35 0.070
H 4.92 -0.76 2.93 0.064
H 1.96 0.60 5.79 0.050
H 1.78 1.80 4.44 0.069
H 0.38 1.21 5.38 0.063
H 0.30 0.49 2.23 0.103
C 1.19 4.24 -0.31 -0.076
C 0.01 3.35 -0.64 -0.274
O -1.16 4.06 -1.02 -0.157
C -1.04 4.88 -2.17 -0.284
C -0.66 4.11 -3.43 -0.078
H 0.94 4.94 0.49 0.081
H 2.04 3.63 0.01 0.062
H 1.51 4.82 -1.18 0.065
H -0.27 2.78 0.25 0.118
H 0.27 2.61 -1.40 0.100
H -0.34 5.70 -1.99 0.105
H -2.02 5.34 -2.31 0.116
H 0.31 3.64 -3.34 0.069
H -0.63 4.79 -4.28 0.079
H -1.40 3.33 -3.63 0.062
C -4.79 2.19 -8.59 -0.082
C -3.30 2.45 -8.44 -0.286
O -2.98 3.31 -7.36 -0.159
C -3.36 2.87 -6.07 -0.279
C -2.74 1.54 -5.67 -0.082
H -5.33 3.13 -8.72 0.080
H -4.98 1.56 -9.46 0.075
H -5.21 1.69 -7.72 0.065
H -2.93 2.95 -9.34 0.116
H -2.75 1.51 -8.36 0.106
H -4.45 2.83 -5.99 0.108
H -3.03 3.64 -5.38 0.103
H -3.04 0.73 -6.33 0.064
H -3.04 1.27 -4.66 0.081
H -1.65 1.60 -5.71 0.081
```

## Properties
**Charge**: -1
**Kohn-Sham gap**: 5.397 eV
**Max |F|**: 0.0927 hartree/bohr
**Multiplicity**: 1



[4]
Formula: C20H46BF4N5O4PS
Source: the OMol25 dataset
Level of theory: wB97M-V/def2-TZVPD

XYZ file:
```
82
Properties=species:S:1:pos:R:3:lowdin_charge:R:1
C 7.67 0.51 4.14 -0.044
N 6.83 0.80 2.95 -0.131
C 7.66 1.37 1.86 -0.042
B 6.28 -0.43 2.49 -0.643
O 7.02 -1.58 2.28 0.186
N 4.82 -0.56 2.19 0.297
C 3.82 0.09 2.73 -0.336
N 2.55 -0.21 2.36 0.167
C 1.56 0.50 3.17 -0.405
C 0.59 -0.32 4.02 -0.051
C -0.56 -1.04 3.30 -0.269
O -1.45 -0.22 2.62 0.031
C -0.08 -2.14 2.35 -0.556
F 1.00 -2.77 2.85 0.139
F -1.06 -3.06 2.23 0.163
F 0.18 -1.69 1.12 0.157
S 0.89 1.80 2.11 0.638
O -0.09 2.47 2.87 -0.196
O 1.98 2.54 1.60 -0.260
F 0.28 1.04 0.95 -0.074
C 2.51 1.20 4.17 -0.133
N 3.92 1.08 3.69 -0.064
P 4.47 2.72 3.14 0.789
N 5.66 3.32 3.92 -0.252
H 8.58 -0.02 3.86 0.092
H 7.11 -0.11 4.83 0.095
H 7.94 1.45 4.61 0.091
H 8.72 1.21 2.03 0.097
H 7.48 2.44 1.75 0.082
H 7.43 0.90 0.90 0.089
H 7.14 -1.71 1.33 0.124
H 4.57 -1.26 1.51 0.172
H 2.46 -1.23 2.33 0.154
H 1.15 -1.08 4.55 0.140
H 0.17 0.35 4.76 0.148
H -1.10 -1.59 4.08 0.172
H -1.88 0.39 3.23 0.124
H 2.48 0.57 5.06 0.133
H 2.18 2.15 4.56 0.134
H 4.67 2.55 1.75 0.030
H 3.37 3.58 3.27 0.030
H 5.98 2.66 4.63 -0.028
C -0.74 -1.18 -5.92 -0.102
C -1.57 -0.42 -4.88 -0.272
C -0.73 0.35 -3.87 -0.222
C 0.18 -0.52 -3.00 -0.225
C -0.54 -1.59 -2.20 -0.256
C -1.55 -1.03 -1.20 -0.101
H -0.11 -1.94 -5.46 0.065
H -1.40 -1.68 -6.63 0.073
H -0.10 -0.49 -6.48 0.077
H -2.24 -1.12 -4.37 0.094
H -2.22 0.29 -5.40 0.097
H -1.39 0.94 -3.23 0.095
H -0.11 1.08 -4.41 0.112
H 0.73 0.14 -2.31 0.103
H 0.94 -0.99 -3.63 0.101
H 0.20 -2.18 -1.66 0.095
H -1.05 -2.29 -2.87 0.103
H -1.06 -0.36 -0.49 0.042
H -2.01 -1.83 -0.63 0.076
H -2.34 -0.48 -1.69 0.056
C -7.83 -0.04 -0.72 -0.112
C -7.91 -0.20 -2.24 -0.267
C -6.86 -1.15 -2.81 -0.226
C -5.41 -0.71 -2.58 -0.236
C -5.06 0.67 -3.14 -0.264
C -5.20 0.76 -4.66 -0.105
H -6.88 0.39 -0.41 0.062
H -8.62 0.62 -0.36 0.069
H -7.95 -1.01 -0.23 0.074
H -7.83 0.79 -2.71 0.099
H -8.90 -0.58 -2.50 0.106
H -7.04 -1.27 -3.88 0.103
H -6.99 -2.14 -2.36 0.110
H -4.75 -1.46 -3.04 0.104
H -5.18 -0.72 -1.51 0.097
H -4.02 0.89 -2.88 0.084
H -5.67 1.44 -2.67 0.101
H -4.57 0.03 -5.15 0.060
H -4.90 1.75 -5.01 0.074
H -6.23 0.60 -4.98 0.069
```

## Properties
**Charge**: +1
**Kohn-Sham gap**: 7.874 eV
**Max |F|**: 0.0490 hartree/bohr
**Multiplicity**: 1



[5]
Formula: C20H46CeO3P4S
Source: the OMol25 dataset
Level of theory: wB97M-V/def2-TZVPD

XYZ file:
```
75
Properties=species:S:1:pos:R:3:lowdin_spin:R:1
Ce 0.07 0.79 0.34 1.016
P -0.85 -0.56 2.70 -0.004
P 2.48 1.05 2.06 -0.003
P -2.00 -0.41 -1.12 -0.004
H 2.61 -0.82 -0.43 0.000
C 1.85 -0.50 -1.16 -0.003
C 1.83 0.76 -1.69 0.005
H 2.57 1.53 -1.41 0.001
C -0.36 -2.34 2.78 -0.001
C -0.44 0.02 4.38 -0.001
C -2.68 -0.67 2.78 0.000
C 3.97 1.62 1.15 0.000
C 2.57 2.15 3.51 0.000
C 3.15 -0.51 2.78 0.000
C -1.65 -0.12 -2.90 -0.001
C -3.69 0.24 -0.90 -0.001
C -2.18 -2.23 -0.88 -0.001
H 1.15 -1.29 -1.50 0.000
H 1.09 1.07 -2.45 0.001
H -0.84 -2.80 3.66 0.000
H 0.73 -2.42 2.85 0.000
H -0.69 -2.86 1.86 0.000
H -1.05 -0.54 5.10 0.000
H -0.68 1.10 4.46 0.000
H 0.63 -0.11 4.60 0.000
H -2.95 -1.14 3.73 0.000
H -3.09 -1.26 1.94 0.000
H -3.12 0.35 2.73 0.000
H 4.86 1.57 1.79 0.000
H 3.82 2.66 0.84 0.000
H 4.12 1.01 0.25 0.000
H 3.46 1.95 4.11 0.000
H 1.68 2.00 4.15 0.000
H 2.58 3.20 3.19 0.000
H 4.16 -0.34 3.19 0.000
H 3.21 -1.28 2.00 0.000
H 2.50 -0.87 3.58 0.000
H -2.44 -0.58 -3.51 0.000
H -0.66 -0.54 -3.17 0.000
H -1.62 0.97 -3.08 0.000
H -4.35 -0.25 -1.63 0.000
H -3.67 1.33 -1.07 0.000
H -4.02 0.05 0.13 0.000
H -2.95 -2.61 -1.57 0.000
H -2.45 -2.43 0.16 0.000
H -1.21 -2.72 -1.09 0.000
C -0.17 -4.23 -4.97 0.000
C -0.13 -5.64 -4.91 0.000
C 0.80 -6.34 -5.70 0.000
C 1.64 -5.64 -6.58 0.000
C 1.55 -4.26 -6.68 0.000
C 0.64 -3.55 -5.91 0.000
S -1.16 -3.23 -3.94 0.000
H -1.42 -3.99 -2.83 0.000
H -0.79 -6.16 -4.23 0.000
H 0.87 -7.41 -5.62 0.000
H 2.37 -6.19 -7.18 0.000
H 2.20 -3.71 -7.36 0.000
H 0.55 -2.47 -5.98 0.000
C 0.97 5.14 -0.26 0.000
O -0.36 4.74 0.17 -0.001
P -0.55 3.44 1.18 -0.001
O -0.95 4.24 2.57 0.000
C -0.02 4.85 3.49 0.000
O -2.08 2.82 0.84 0.001
C -3.27 3.29 1.53 0.000
H 0.85 5.52 -1.29 0.000
H 1.70 4.32 -0.26 0.000
H 1.36 5.94 0.37 0.000
H 0.18 4.14 4.32 0.000
H 0.95 5.13 3.03 0.000
H -0.49 5.77 3.87 0.000
H -3.32 4.38 1.47 0.000
H -3.27 2.97 2.57 0.000
H -4.14 2.87 1.01 0.000
```

## Properties
**Charge**: +3
**Kohn-Sham gap (spin up / spin down)**: 3.646 / 3.714 eV
**Energy relative to the best compared isomer or geometry (same formula, charge and spin)**: 0.0 kcal/mol
**Max |F|**: 0.0981 hartree/bohr
**Multiplicity**: 2



[6]
Formula: C20H46Cl9N2O8
Source: the OMol25 dataset
Level of theory: wB97M-V/def2-TZVPD

XYZ file:
```
85
Properties=species:S:1:pos:R:3:lowdin_charge:R:1
Cl 9.67 34.81 -4.50 0.614
O 9.29 33.42 -4.32 -0.401
O 9.74 35.17 -5.90 -0.400
O 8.77 35.71 -3.81 -0.403
O 11.00 34.94 -3.95 -0.409
Cl 12.54 42.24 -1.98 0.553
C 13.31 40.80 -1.29 -0.649
C 14.55 41.41 -0.60 -0.637
Cl 15.53 39.99 0.06 0.468
H 13.64 40.08 -2.04 0.073
H 12.57 40.32 -0.65 0.074
H 14.33 42.07 0.23 0.058
H 15.24 42.03 -1.17 0.060
Cl 10.77 36.13 3.90 0.515
C 11.09 34.88 2.67 -0.656
C 9.84 34.08 2.25 -0.610
Cl 9.10 33.23 3.66 0.483
H 11.93 34.25 2.98 0.069
H 11.41 35.51 1.84 0.061
H 9.99 33.29 1.51 0.071
H 9.12 34.80 1.87 0.068
Cl 7.24 32.07 -11.61 0.591
C 6.42 33.56 -11.37 -0.722
C 5.27 33.36 -10.37 -0.692
Cl 4.19 34.73 -10.38 0.557
H 6.13 33.93 -12.36 0.064
H 7.12 34.29 -10.97 0.073
H 5.53 33.23 -9.32 0.076
H 4.65 32.56 -10.77 0.053
Cl 7.15 42.10 -8.85 0.544
C 6.24 40.68 -8.34 -0.702
C 5.60 40.81 -6.94 -0.683
Cl 4.31 41.98 -7.02 0.558
H 6.86 39.78 -8.33 0.077
H 5.48 40.51 -9.10 0.058
H 6.39 41.17 -6.29 0.071
H 5.17 39.84 -6.69 0.077
C 22.53 27.76 -9.87 -0.103
O 21.43 28.38 -10.55 -0.223
C 21.72 29.73 -10.96 -0.204
C 20.44 30.37 -11.52 -0.205
N 19.32 30.68 -10.64 -0.054
C 18.65 29.54 -9.98 -0.192
C 17.45 29.97 -9.08 -0.237
O 17.11 28.89 -8.26 -0.209
C 15.94 29.07 -7.45 -0.092
H 22.15 26.81 -9.51 0.086
H 22.74 28.40 -9.01 0.081
H 23.45 27.57 -10.43 0.080
H 22.59 29.64 -11.61 0.116
H 22.03 30.29 -10.08 0.110
H 20.09 29.67 -12.28 0.116
H 20.71 31.27 -12.08 0.110
H 19.66 31.18 -9.84 0.100
H 19.32 29.05 -9.27 0.106
H 18.25 28.80 -10.66 0.124
H 16.61 30.26 -9.70 0.117
H 17.63 30.83 -8.43 0.117
H 15.06 29.12 -8.09 0.083
H 15.91 30.04 -6.94 0.084
H 15.93 28.22 -6.77 0.090
C 6.38 26.15 -4.79 -0.116
O 5.03 26.25 -5.12 -0.186
C 4.71 26.84 -6.37 -0.201
C 5.05 25.99 -7.63 -0.230
N 4.31 24.76 -7.67 -0.058
C 4.96 23.75 -8.52 -0.163
C 5.41 24.19 -9.98 -0.248
O 4.34 24.71 -10.66 -0.189
C 4.69 25.37 -11.85 -0.118
H 6.84 27.12 -4.61 0.086
H 6.96 25.69 -5.60 0.074
H 6.47 25.60 -3.85 0.090
H 5.10 27.86 -6.37 0.119
H 3.64 27.02 -6.40 0.114
H 6.11 25.73 -7.52 0.102
H 4.93 26.54 -8.56 0.116
H 3.41 25.05 -8.00 0.109
H 4.34 22.86 -8.59 0.108
H 5.88 23.41 -8.03 0.108
H 5.92 23.37 -10.48 0.116
H 6.15 25.00 -9.96 0.104
H 3.81 25.45 -12.49 0.088
H 5.35 24.79 -12.50 0.083
H 5.16 26.33 -11.66 0.090
```

## Properties
**Charge**: -1
**Kohn-Sham gap**: 7.718 eV
**Max |F|**: 0.0382 hartree/bohr
**Multiplicity**: 1